Record 1
83
Properties=species:S:1:pos:R:3:lowdin_charge:R:1 method="wB97M-V/def2-TZVPD" charge=-1 spin_multiplicity=3 e_above_lowest_ev=0.000 fmax_ev_per_a=6.38 s2=2.01
Ti 0.443 -1.278 0.844 1.048
N 2.182 -2.659 0.824 -0.028
C 2.954 -2.882 -0.480 -0.208
C 2.449 -2.161 -1.717 -0.211
C 2.468 -0.661 -1.666 -0.219
N 1.400 -0.069 -0.801 0.001
H 2.861 -2.605 1.580 0.080
H 1.706 -3.552 0.970 0.069
H 3.036 -3.962 -0.647 0.115
H 3.948 -2.515 -0.236 0.097
H 1.444 -2.427 -1.946 0.082
H 3.131 -2.508 -2.514 0.124
H 2.362 -0.302 -2.693 0.115
H 3.446 -0.385 -1.271 0.090
H 0.586 0.199 -1.349 0.096
H 1.684 0.720 -0.282 0.056
C -3.938 -6.803 0.177 -0.036
C -3.082 -6.047 1.232 -0.228
C -1.739 -6.249 1.536 -0.037
C -0.986 -5.435 2.383 -0.056
C -1.629 -4.412 3.059 -0.358
C -3.019 -4.277 2.901 -0.077
C -3.710 -5.114 2.052 -0.060
S -0.727 -2.976 3.686 1.015
C 0.817 -3.680 4.413 -0.206
O -0.288 -2.274 2.428 -0.609
H -4.331 -7.764 0.516 0.072
H -3.403 -7.029 -0.746 0.071
H -4.771 -6.154 -0.130 0.076
H -1.178 -7.015 1.005 0.115
H 0.089 -5.720 2.521 0.115
H -3.619 -3.637 3.543 0.112
H -4.779 -4.974 1.966 0.111
H 1.430 -4.237 3.689 -0.002
H 0.640 -4.367 5.249 0.064
H 1.486 -2.862 4.756 0.074
N -2.903 0.330 -1.246 0.077
C -2.089 0.139 -0.465 -0.476
F 6.294 -5.433 3.307 -0.639
Te 4.398 -5.601 2.953 1.638
F 4.609 -4.491 1.417 -0.556
F -0.202 -2.406 -0.530 -0.420
F 2.385 -5.263 2.601 -0.663
F 4.331 -3.823 3.745 -0.567
O -1.234 -0.221 0.492 -0.252
Te -3.054 4.366 -3.499 1.368
C -1.176 4.868 -2.731 -0.563
C -0.008 5.001 -3.540 -0.120
C 1.221 5.256 -2.965 -0.100
C 1.318 5.379 -1.591 -0.092
C 0.166 5.297 -0.815 -0.078
C -1.099 5.073 -1.380 -0.166
C -3.509 6.031 -4.623 -0.608
C -4.500 6.923 -4.216 -0.138
C -4.869 7.961 -5.095 -0.089
C -4.225 8.114 -6.309 -0.100
C -3.324 7.155 -6.724 -0.114
C -2.971 6.151 -5.886 -0.189
H -0.248 4.810 -4.568 0.073
H 2.037 5.483 -3.609 0.092
H 2.279 5.508 -1.111 0.102
H 0.224 5.531 0.256 0.110
H -2.013 5.033 -0.795 0.083
H -4.916 6.776 -3.181 0.103
H -5.544 8.700 -4.697 0.094
H -4.480 8.913 -6.971 0.093
H -2.785 7.218 -7.702 0.120
H -2.318 5.353 -6.293 0.099
C 3.935 0.456 1.119 -0.055
C 2.761 0.823 2.017 -0.384
C 2.893 1.854 2.946 -0.111
C 1.693 1.902 3.694 -0.102
C 0.879 0.897 3.202 -0.384
C -0.443 0.476 3.720 -0.084
N 1.519 0.223 2.143 -0.027
H 4.864 0.489 1.695 0.079
H 3.989 1.209 0.345 0.064
H 3.840 -0.539 0.640 0.041
H 3.851 2.354 3.124 0.089
H 1.427 2.615 4.502 0.096
H -0.973 1.374 4.118 0.084
H -0.315 -0.186 4.650 0.083
H -1.076 -0.008 3.006 0.026



Record 2
85
Properties=species:S:1:pos:R:3:lowdin_charge:R:1 method="wB97M-V/def2-TZVPD" charge=+1 spin_multiplicity=2 e_above_lowest_ev=1.763 fmax_ev_per_a=3.99 s2=0.75
Ti 0.447 0.750 -0.107 0.910
N 0.570 0.420 3.996 0.251
C 0.811 1.213 2.929 -0.408
O 0.518 0.829 1.769 -0.168
C 1.476 2.542 3.145 -0.055
C 2.859 2.507 2.452 -0.126
H 0.238 -0.517 3.845 0.131
H 0.821 0.695 4.927 0.128
H 1.588 2.776 4.203 0.129
H 0.873 3.321 2.679 0.126
H 3.613 2.157 3.166 0.139
H 3.130 3.507 2.106 0.131
C 5.786 1.626 -0.446 -0.167
Si 4.659 0.086 -0.397 0.568
C 5.148 -1.257 0.861 -0.159
C 4.649 -0.574 -2.181 -0.174
C 3.097 0.801 0.407 -0.086
C 2.932 1.598 1.317 -0.111
H 6.712 1.405 -0.968 0.030
H 6.044 1.989 0.543 0.028
H 5.306 2.447 -0.972 0.035
H 6.175 -1.582 0.731 0.031
H 4.508 -2.128 0.753 0.027
H 5.043 -0.897 1.880 0.026
H 5.675 -0.788 -2.471 0.043
H 4.272 0.169 -2.878 0.026
H 4.083 -1.491 -2.298 0.031
Br -4.256 -3.873 1.374 0.791
C -2.553 -4.162 0.570 -0.642
C -2.256 -5.393 0.005 -0.105
C -1.023 -5.575 -0.603 -0.053
C -0.099 -4.545 -0.652 -0.003
C -0.405 -3.314 -0.079 -0.115
C -1.637 -3.129 0.544 -0.085
C 0.545 -2.158 -0.155 -0.511
O 1.728 -2.268 -0.439 0.080
O 0.005 -1.003 0.084 -0.212
H -2.980 -6.195 0.042 0.108
H -0.785 -6.528 -1.051 0.113
H 0.860 -4.669 -1.135 0.122
H -1.868 -2.177 1.004 0.085
F 1.420 2.200 -1.056 -0.254
P 0.565 3.680 -0.903 0.230
F -0.066 3.036 0.513 -0.210
F -0.640 2.874 -1.668 -0.184
F 1.787 4.219 -0.046 -0.085
F 1.195 4.117 -2.274 -0.069
F -0.322 4.959 -0.726 -0.067
C 1.218 -0.099 -6.372 -0.026
C 0.824 -0.042 -4.938 -0.236
C 1.738 -0.374 -3.945 0.010
C 1.404 -0.219 -2.615 -0.118
N 0.209 0.227 -2.216 -0.047
C -0.696 0.493 -3.161 -0.104
C -0.435 0.379 -4.513 0.015
H 2.098 -0.722 -6.507 0.085
H 1.467 0.905 -6.712 0.100
H 0.413 -0.474 -6.999 0.089
H 2.716 -0.739 -4.214 0.108
H 2.102 -0.483 -1.826 0.061
H -1.671 0.826 -2.814 0.098
H -1.199 0.637 -5.230 0.124
C -3.231 2.544 -0.309 -0.253
As -2.149 0.916 0.021 1.224
C -3.491 -0.400 -0.654 -0.222
C -2.346 0.675 1.994 -0.300
C -3.601 0.161 2.620 -0.303
C -3.560 -1.008 3.374 -0.091
C -4.679 -1.461 4.047 -0.105
C -5.868 -0.756 3.964 -0.077
C -5.925 0.406 3.212 -0.067
C -4.799 0.867 2.554 -0.050
H -4.287 2.384 -0.087 0.026
H -3.135 2.819 -1.361 0.028
H -2.841 3.373 0.285 0.033
H -4.219 -0.618 0.133 0.026
H -2.996 -1.322 -0.956 0.016
H -4.019 0.019 -1.513 0.037
H -2.096 1.658 2.416 0.094
H -1.532 -0.015 2.237 0.033
H -2.632 -1.559 3.452 0.103
H -4.620 -2.357 4.647 0.107
H -6.739 -1.106 4.494 0.107
H -6.845 0.968 3.156 0.108
H -4.832 1.797 2.003 0.101



Record 3
85
Properties=species:S:1:pos:R:3:lowdin_charge:R:1 method="wB97M-V/def2-TZVPD" charge=-1 total_energy_ha=-2716.7812 fmax_ev_per_a=1.16
Rb 0.860 0.805 1.305 0.866
O 3.505 4.247 0.305 0.111
C 2.806 3.526 1.203 -0.471
O 1.612 3.501 1.265 0.061
C 3.726 2.756 2.136 -0.166
C 5.046 3.142 2.337 0.015
C 5.820 2.399 3.210 -0.032
C 5.241 1.307 3.839 0.004
C 3.908 1.009 3.581 -0.151
N 3.163 1.725 2.751 0.142
C 3.169 -0.194 4.185 -0.433
O 3.811 -0.856 5.175 0.125
O 2.092 -0.532 3.806 0.095
H 2.849 4.643 -0.290 0.143
H 5.451 3.985 1.797 0.121
H 6.856 2.654 3.386 0.112
H 5.857 0.705 4.496 0.110
H 4.646 -0.433 5.393 0.080
C 0.029 -1.960 -2.735 -0.023
C 1.402 -1.631 -3.301 -0.622
C 1.328 -0.468 -4.282 -0.033
C 2.009 -2.849 -3.982 -0.035
O 2.320 -1.356 -2.210 -0.188
P 2.374 0.027 -1.371 0.170
O 3.106 -0.290 -0.104 -0.373
O 1.025 0.651 -1.317 -0.419
O 3.307 0.988 -2.294 -0.169
C 4.742 0.883 -2.396 -0.631
C 5.085 1.709 -3.628 -0.036
C 5.390 1.483 -1.153 -0.035
C 5.198 -0.556 -2.593 -0.035
H -0.663 -2.190 -3.548 0.087
H -0.361 -1.121 -2.164 0.082
H 0.089 -2.834 -2.082 0.077
H 0.673 -0.751 -5.109 0.086
H 2.315 -0.236 -4.683 0.077
H 0.926 0.425 -3.810 0.080
H 1.376 -3.181 -4.808 0.085
H 2.107 -3.668 -3.269 0.079
H 2.998 -2.612 -4.374 0.075
H 4.713 2.727 -3.514 0.084
H 4.626 1.273 -4.515 0.080
H 6.167 1.746 -3.776 0.083
H 5.114 2.534 -1.057 0.073
H 6.479 1.415 -1.228 0.084
H 5.054 0.940 -0.272 0.066
H 4.734 -0.990 -3.480 0.075
H 4.947 -1.177 -1.736 0.081
H 6.282 -0.563 -2.729 0.085
C -8.033 0.438 -1.223 -0.057
C -8.113 1.054 0.180 -0.568
C -8.296 2.571 0.045 -0.058
C -9.349 0.486 0.876 -0.084
C -6.823 0.756 0.944 -0.198
C -6.803 0.037 2.134 -0.057
C -5.607 -0.241 2.814 0.001
C -4.432 0.218 2.270 -0.277
O -3.170 0.074 2.709 -0.020
B -2.239 0.722 1.757 -0.324
O -3.178 1.271 0.746 0.010
C -4.437 0.942 1.081 -0.261
C -5.605 1.219 0.412 0.042
H -8.948 0.644 -1.786 0.076
H -7.901 -0.643 -1.162 0.088
H -7.192 0.841 -1.787 0.074
H -9.214 2.800 -0.503 0.076
H -7.462 3.026 -0.489 0.074
H -8.356 3.041 1.029 0.087
H -10.240 0.727 0.291 0.077
H -9.479 0.908 1.874 0.081
H -9.294 -0.599 0.972 0.081
H -7.726 -0.330 2.560 0.085
H -5.608 -0.808 3.736 0.108
H -5.568 1.781 -0.513 0.116
I -1.002 -2.703 4.405 0.881
C 0.063 -3.374 2.728 -0.782
C 0.313 -4.736 2.587 -0.149
C 0.989 -5.147 1.454 -0.083
C 1.382 -4.198 0.521 -0.056
C 1.082 -2.870 0.771 -0.118
N 0.431 -2.459 1.862 0.036
H -0.018 -5.435 3.342 0.082
H 1.205 -6.198 1.302 0.101
H 1.918 -4.467 -0.379 0.101
H 1.396 -2.103 0.075 0.073